This record from the OMol25 dataset describes a 2-piece molecular cluster, CH2ClNO2S2 overall in a non-equilibrium geometry. The level of theory is the ωB97M-V functional and the def2-TZVPD basis.

Element x y z (Å)
1 C -0.37459 -0.37593 -1.21454
2 N 0.88983 -0.16301 -1.08339
3 O -0.87545 1.44939 1.08585
4 O -1.46714 -0.73586 2.20569
5 S -1.72187 -0.50345 -1.97951
6 S -0.69630 0.02105 1.21009
7 Cl 1.54471 -0.24713 1.74817
8 H 1.40575 0.39625 -1.78138
9 H 1.29506 0.15870 -0.19098

The highest occupied orbital energy (alpha / beta) is -9.448 / -9.449 eV. Its net charge is 0. The calculation puts the electronic energy at -1501.03447 hartree. For the energy above the lowest of the compared OMol25 structures with the same formula, charge and spin, the calculation gives 1.4160 eV. Its LUMO energy (alpha / beta) is -2.00 / -2.00 eV. The value obtained for the max |F| is 2.33 eV/Å. The HOMO-LUMO gap (alpha / beta) comes out at 7.4 / 7.4 eV.